Entry 1:
{
  "formula": "C38H49ClN3O5ScSi",
  "method": "wB97M-V/def2-TZVPD",
  "species": ["O", "C", "C", "C", "H", "C", "H", "C", "H", "C", "H", "C", "H", "H", "C", "C", "H", "H", "H", "C", "C", "H", "H", "H", "H", "Sc", "Cl", "C", "O", "N", "C", "C", "H", "H", "H", "H", "H", "H", "H", "H", "H", "C", "C", "N", "H", "C", "O", "H", "H", "H", "H", "H", "H", "C", "C", "N", "H", "C", "O", "H", "H", "H", "H", "O", "Si", "C", "C", "C", "C", "C", "C", "C", "C", "C", "C", "C", "C", "C", "C", "C", "C", "C", "C", "H", "H", "H", "H", "H", "H", "H", "H", "H", "H", "H", "H", "H", "H", "H"],
  "positions_angstrom": [[-2.2066, 1.1772, -2.4703], [-2.4988, 0.0139, -3.0756], [-3.9175, -0.2861, -2.4766], [-4.0849, -0.1459, -1.1026], [-3.2002, -0.0375, -0.4559], [-5.3899, -0.0912, -0.6016], [-5.5269, 0.0929, 0.4726], [-6.4636, -0.2773, -1.4846], [-7.4646, -0.2400, -1.0994], [-6.2498, -0.5170, -2.8397], [-7.0720, -0.6969, -3.5444], [-4.9458, -0.5091, -3.3584], [-4.6708, -0.6913, -4.4045], [-2.5703, 0.1382, -4.2261], [-0.5802, -1.8406, -4.2111], [-1.4010, -1.6787, -2.9203], [-0.8592, -2.6319, -4.9881], [0.4786, -2.0661, -3.9467], [-0.6188, -0.9368, -4.8323], [-2.2719, -2.7452, -2.7054], [-2.1564, -4.1975, -3.1152], [-3.1463, -2.5728, -2.0735], [-2.9973, -4.7059, -3.6068], [-1.9767, -4.7872, -2.2104], [-1.3052, -4.3368, -3.7828], [0.4275, -0.8978, -1.2415], [-0.2610, -3.1387, -0.8342], [2.4553, -1.8478, 0.3951], [2.2668, -0.9777, -0.5199], [3.5636, -1.9518, 1.0880], [4.7740, -1.2363, 0.7136], [3.6039, -2.8132, 2.2626], [1.6580, -2.5676, 0.6143], [4.5977, -0.6438, -0.1823], [5.5665, -1.9718, 0.5353], [5.0758, -0.5822, 1.5387], [2.6632, -3.3619, 2.3559], [3.7427, -2.2070, 3.1667], [4.4406, -3.5157, 2.1582], [-3.2029, 4.3683, -0.7189], [-1.5520, 4.2580, 1.0403], [-2.9438, 3.3416, -1.0182], [-1.1863, 3.2744, 0.7075], [-1.5691, 3.0663, -0.6653], [-3.0593, 3.2269, -2.0952], [-0.7134, 2.5668, -1.5902], [0.3621, 1.9239, -1.3339], [-0.0974, 3.2369, 0.8033], [-0.9906, 2.8422, -2.6155], [-3.6410, 2.6674, -0.5032], [-1.6327, 2.5276, 1.3772], [4.1731, 0.6757, -4.8929], [2.7992, 2.8315, -5.6717], [3.2294, 0.1437, -5.0732], [1.9291, 2.1623, -5.7235], [2.1053, 1.0317, -4.8178], [3.1716, -0.7343, -4.4273], [1.2976, 0.8481, -3.7820], [1.4190, -0.0964, -2.9558], [1.0324, 2.7144, -5.4306], [0.4698, 1.5817, -3.6880], [3.2155, -0.1606, -6.1253], [1.8214, 1.8142, -6.7579], [-0.0428, -0.0137, 0.6146], [0.4408, 0.2041, 2.1496], [0.3094, -1.3923, 3.1520], [-0.3049, -2.4721, 2.5188], [-0.4574, -3.7152, 3.1398], [-0.0181, -3.8853, 4.4574], [0.5511, -2.8005, 5.1309], [0.6783, -1.5546, 4.4972], [2.2360, 0.8016, 2.2544], [2.7040, 1.6543, 1.2515], [3.9505, 2.2829, 1.3602], [4.7588, 2.0537, 2.4829], [4.3112, 1.1832, 3.4812], [3.0549, 0.5640, 3.3619], [-0.3338, 1.4277, 3.4108], [-1.4338, 1.0338, 4.1872], [-1.9064, 1.8350, 5.2355], [-1.3055, 3.0720, 5.4996], [-0.2489, 3.5107, 4.6945], [0.2276, 2.6920, 3.6613], [-0.6759, -2.3428, 1.5016], [-0.9197, -4.5421, 2.5913], [-0.1309, -4.8574, 4.9504], [0.8943, -2.9147, 6.1659], [1.0503, -0.7062, 5.0743], [2.0754, 1.8479, 0.3775], [4.2878, 2.9617, 0.5688], [5.7273, 2.5576, 2.5803], [4.9248, 0.9890, 4.3696], [2.7146, -0.0860, 4.1659], [-1.9204, 0.0779, 3.9772], [-2.7380, 1.4849, 5.8549], [-1.6553, 3.6906, 6.3318], [0.2195, 4.4842, 4.8725], [1.0597, 3.0450, 3.0442]],
  "lowdin_charge": [-0.2408, -0.2519, -0.2389, -0.0492, 0.1260, -0.0796, 0.1034, -0.1100, 0.0856, -0.0916, 0.0989, -0.0576, 0.1145, 0.1344, -0.1568, -0.3215, 0.0899, 0.0569, 0.0560, -0.2309, -0.1171, 0.0973, 0.0788, 0.0515, 0.0576, 0.8823, 0.2824, -0.2771, -0.1266, -0.1327, 0.0036, -0.0036, 0.0705, 0.0981, 0.0999, 0.0840, 0.0957, 0.0935, 0.0983, 0.0862, 0.0966, -0.0548, -0.0426, -0.1721, 0.0852, -0.3094, -0.1039, 0.0823, 0.1222, 0.0893, 0.0840, 0.1001, 0.0984, -0.0144, -0.0239, -0.1563, 0.0936, -0.2267, -0.1251, 0.0956, 0.1423, 0.0964, 0.0961, -0.3766, 0.5076, -0.2364, -0.1372, -0.0803, -0.0973, -0.0892, -0.1044, -0.2392, -0.0946, -0.0808, -0.1069, -0.0963, -0.0994, -0.2330, -0.0971, -0.0857, -0.0964, -0.0843, -0.1031, 0.0234, 0.1060, 0.1008, 0.1014, 0.0993, 0.0900, 0.1042, 0.1009, 0.1038, 0.0783, 0.1079, 0.1010, 0.0996, 0.1014, 0.1003],
  "orbital_gap_ev": [7.2, 7.2]
}

=====

Entry 2:
{
  "formula": "C38H49F4O5",
  "method": "wB97M-V/def2-TZVPD",
  "species": ["C", "C", "O", "H", "H", "H", "H", "H", "F", "C", "C", "C", "C", "C", "C", "H", "H", "H", "H", "H", "F", "C", "C", "C", "C", "C", "C", "H", "H", "H", "H", "H", "F", "C", "C", "C", "C", "C", "C", "H", "H", "H", "H", "H", "F", "C", "C", "C", "C", "C", "C", "H", "H", "H", "H", "H", "C", "C", "O", "C", "H", "H", "H", "H", "H", "H", "C", "C", "O", "C", "H", "H", "H", "H", "H", "H", "C", "C", "O", "C", "H", "H", "H", "H", "H", "H", "C", "C", "O", "C", "H", "H", "H", "H", "H", "H"],
  "positions_angstrom": [[0.2471, -0.1832, -0.1906], [-1.1958, 0.3174, -0.0642], [-2.0439, -0.6070, 0.3701], [0.9597, 0.6250, -0.4578], [0.3302, -0.8601, -1.0466], [0.6073, -0.6181, 0.7405], [-1.4663, 0.6733, -1.1053], [-1.1520, 1.2802, 0.5323], [4.3914, -0.5760, -6.7751], [3.5472, -0.3750, -5.7393], [2.7054, 0.7142, -5.7538], [1.8980, 0.9438, -4.6453], [1.9596, 0.1127, -3.5356], [2.8317, -0.9724, -3.5439], [3.5843, -1.2577, -4.6738], [2.7320, 1.3814, -6.6061], [1.2276, 1.7945, -4.6574], [1.3737, 0.3388, -2.6548], [2.8693, -1.5953, -2.6598], [4.2478, -2.1128, -4.7060], [0.9172, -6.8243, 1.6473], [0.9645, -5.4829, 1.8466], [0.0192, -4.6892, 1.2221], [0.0508, -3.3219, 1.4578], [1.0277, -2.8030, 2.3093], [2.0286, -3.6011, 2.8245], [1.9779, -4.9729, 2.6273], [-0.7298, -5.1401, 0.5831], [-0.7008, -2.6118, 1.0978], [0.9953, -1.7345, 2.4815], [2.8067, -3.1357, 3.4156], [2.6995, -5.6514, 3.0636], [7.4740, -1.0510, -0.0430], [6.1408, -1.2808, -0.0568], [5.6912, -2.5198, -0.4705], [4.3258, -2.7737, -0.4456], [3.4403, -1.7905, -0.0120], [3.9234, -0.5715, 0.4331], [5.2856, -0.2988, 0.4045], [6.4038, -3.2898, -0.7373], [3.9412, -3.7576, -0.6823], [2.3823, -2.0166, -0.0136], [3.2322, 0.1710, 0.8120], [5.6873, 0.6505, 0.7341], [-1.1532, 1.8000, 5.3926], [-1.9142, 2.5022, 4.5192], [-1.6609, 2.3932, 3.1764], [-2.4339, 3.1203, 2.2766], [-3.4612, 3.9245, 2.7546], [-3.7041, 4.0096, 4.1147], [-2.9397, 3.2759, 5.0139], [-0.8768, 1.7685, 2.7650], [-2.3161, 2.9589, 1.2151], [-4.0360, 4.5216, 2.0559], [-4.5002, 4.6397, 4.4916], [-3.1150, 3.3101, 6.0806], [-1.1278, -2.8147, -2.6642], [-2.1504, -1.9273, -3.3256], [-3.3256, -2.1839, -3.2703], [-1.6176, -0.7454, -4.0944], [-1.0607, -3.7703, -3.1929], [-1.4713, -3.0777, -1.6604], [-0.1312, -2.3925, -2.5401], [-1.1799, -0.0549, -3.3636], [-2.3980, -0.2462, -4.6591], [-0.7829, -1.0672, -4.7247], [2.0486, 3.1986, 0.8832], [2.1724, 4.6192, 0.4027], [1.3963, 5.4683, 0.7632], [3.2845, 4.9296, -0.5764], [1.7846, 3.2045, 1.9403], [2.9837, 2.6507, 0.7611], [1.2678, 2.6921, 0.3138], [3.6749, 4.0317, -1.0582], [4.0940, 5.4336, -0.0477], [2.9122, 5.5600, -1.3847], [-2.8320, -3.5791, 3.5032], [-3.4182, -2.2075, 3.2298], [-4.4738, -2.1030, 2.6574], [-2.6251, -1.0184, 3.6978], [-1.7432, -3.5793, 3.4654], [-3.1851, -4.2215, 2.6942], [-3.1877, -4.0053, 4.4417], [-2.4063, -1.1574, 4.7626], [-3.1876, -0.0999, 3.5467], [-1.7108, -0.9051, 3.1107], [-3.7155, 3.5305, -1.3434], [-4.7422, 2.4360, -1.5029], [-4.4449, 1.2754, -1.5711], [-6.1821, 2.8885, -1.5705], [-4.0075, 4.2327, -0.5598], [-3.6240, 4.0711, -2.2898], [-2.7355, 3.1306, -1.0877], [-6.4666, 3.5878, -0.7825], [-6.8669, 2.0438, -1.5680], [-6.3465, 3.4210, -2.5180]],
  "lowdin_charge": [-0.1279, -0.5798, -0.2811, 0.0389, 0.0368, 0.0333, 0.0733, 0.0557, 0.0440, -0.2936, -0.0256, -0.0819, -0.0872, -0.0642, -0.0122, 0.1138, 0.1063, 0.0773, 0.0861, 0.1148, 0.0352, -0.2885, -0.0106, -0.0817, -0.1184, -0.0909, -0.0303, 0.1189, 0.0949, 0.0958, 0.1044, 0.1114, 0.0418, -0.2890, -0.0204, -0.0794, -0.1056, -0.0687, -0.0137, 0.1137, 0.1092, 0.0839, 0.0902, 0.1132, 0.0422, -0.2968, -0.0171, -0.0543, -0.0934, -0.0936, -0.0268, 0.1104, 0.0786, 0.0908, 0.0983, 0.1119, -0.0239, -0.4974, 0.0741, -0.0216, 0.0835, 0.0810, 0.0516, 0.0666, 0.0782, 0.0771, -0.0162, -0.5026, 0.0655, -0.0255, 0.0879, 0.0619, 0.0781, 0.0718, 0.0853, 0.0808, -0.0265, -0.5004, 0.0726, -0.0304, 0.0551, 0.0817, 0.0783, 0.0839, 0.0762, 0.0690, -0.0260, -0.5050, 0.1064, -0.0345, 0.0673, 0.0838, 0.0665, 0.0734, 0.0787, 0.0812],
  "orbital_gap_ev": 5.7,
  "charge": -1
}